Formula: C4H5CdO2
Source: OMol25
Level of theory: the ωB97M-V functional and the def2-TZVPD basis

Last column: natural (NBO) charge in e.
Positions of all 12 atoms, in Å:
H: 2.956 1.527 -1.119  0.4876
O: 2.267 1.780 -0.500  -1.0708
Cd: 0.465 2.659 -0.916  0.7993
O: -1.634 -2.666 0.745  -0.5114
C: -1.285 -1.782 0.000  0.4555
C: -1.245 -0.323 0.382  -0.5776
C: -0.027 0.360 -0.109  -0.3558
C: 1.226 0.358 0.126  -0.0381
H: -0.991 -1.979 -1.056  0.1115
H: -1.399 -0.215 1.466  0.2450
H: -2.202 0.067 -0.011  0.2390
H: 1.870 0.215 0.992  0.2158

## Properties
- frontier orbital gap (spin up / spin down) (eV) = 7.71 / 7.65
- ΔE to the lowest compared entry with this formula, charge and spin (eV) = 1.337
- HOMO (spin up / spin down) (eV) = -7.17 / -8.75
- strongest force on any atom (eV Å⁻¹) = 2.08
- LUMO level (spin up / spin down) (eV) = 0.54 / -1.11
- spin multiplicity = 2